Density functional theory data (ωB97M-V with the def2-TZVPD basis set) for CH4F3NP2 in the gas phase in a non-equilibrium geometry.

Computed properties:
Expectation value of S²: 2.0050
Molecular weight (g/mol): 148.99
Calculated total energy (eV): -29319.1376
2S+1: 3

Structure (XYZ):
```
11
Properties=species:S:1:pos:R:3:nbo_charge:R:1
C 0.815 -0.299 0.426 -0.405
N -0.514 0.104 0.287 -1.014
F -4.504 0.396 -0.531 -0.590
F -2.273 -1.274 -1.275 -0.565
F -2.354 -1.738 1.020 -0.571
P -3.442 1.068 0.421 0.686
P -1.916 -0.437 0.107 1.868
H 1.490 0.457 0.178 0.197
H 1.072 -0.584 1.375 0.200
H 1.158 -1.114 -0.196 0.184
H -3.044 2.113 -0.607 0.008
```



Density functional theory data (ωB97M-V with the def2-TZVPD basis set) for 2 unconnected molecules or ions with the total composition CH4FINP in a non-equilibrium geometry.

Computed properties:
Molecular weight (g/mol): 206.93
Calculated total energy (eV): -22698.4794
SMILES string: C/N=P\F.I
ΔE to the lowest compared entry with this formula, charge and spin (kcal/mol): 36.31

Structure (XYZ):
```
9
Properties=species:S:1:pos:R:3:nbo_charge:R:1
C -0.459 0.319 -0.229 -0.461
N -1.109 -0.827 0.298 -0.927
P -1.443 -2.261 -0.235 1.353
F -0.933 -2.341 -1.841 -0.614
H -0.739 0.460 -1.322 0.206
H -0.853 1.094 0.462 0.210
H 0.681 0.285 0.053 0.229
I -3.274 0.574 -2.875 -0.066
H -2.648 0.909 -1.565 0.070
```



Density functional theory data (ωB97M-V with the def2-TZVPD basis set) for a molecular structure, CH4FIP2 in a non-equilibrium geometry.

Computed properties:
Molecular weight (g/mol): 223.89
Calculated total energy (eV): -30495.7122
ΔE to the lowest compared entry with this formula, charge and spin (kcal/mol): 66.24

Structure (XYZ):
```
9
Properties=species:S:1:pos:R:3:nbo_charge:R:1
C 1.197 -0.536 0.363 -0.179
F 1.211 -1.769 -0.312 -0.391
P -1.971 0.006 0.074 0.034
P 0.061 0.667 -0.600 0.329
I 3.117 0.396 0.076 0.091
H 1.039 -0.908 1.350 0.202
H -2.455 -0.458 -1.085 -0.015
H -2.404 1.167 -0.320 -0.027
H 0.205 1.434 0.454 -0.044
```



Density functional theory data (ωB97M-V with the def2-TZVPD basis set) for 2 unconnected molecules or ions with the total composition CH4FNO in a non-equilibrium geometry.

Computed properties:
Expectation value of S²: 2.0090
Molecular weight (g/mol): 65.05
Calculated total energy (eV): -7348.8490
2S+1: 3
ΔE to the lowest compared entry with this formula, charge and spin (kcal/mol): 32.45

Structure (XYZ):
```
8
Properties=species:S:1:pos:R:3:nbo_charge:R:1
C -0.970 -0.186 0.352 -0.503
N -0.118 -0.107 -0.791 -0.403
O 1.620 1.339 -0.128 0.098
F 2.576 0.350 -0.315 -0.121
H -1.513 0.767 0.345 0.208
H -1.782 -0.748 0.080 0.220
H -0.449 -0.562 1.190 0.203
H 0.637 -0.853 -0.732 0.298
```



Density functional theory data (ωB97M-V with the def2-TZVPD basis set) for a molecular structure, CH4FNP2 in a non-equilibrium geometry.

Computed properties:
Molecular weight (g/mol): 111.00
Calculated total energy (eV): -23885.4194
ΔE to the lowest compared entry with this formula, charge and spin (kcal/mol): 36.50

Structure (XYZ):
```
9
Properties=species:S:1:pos:R:3:nbo_charge:R:1
C 0.718 -0.314 0.443 -0.915
N -1.844 -0.076 0.691 -1.274
F -0.635 2.300 -0.523 -0.692
P -3.072 -0.500 -0.212 0.888
P -0.657 0.889 1.041 1.343
H 0.309 -1.190 0.950 0.241
H 1.713 0.061 0.593 0.247
H 0.436 -0.505 -0.609 0.242
H -2.935 0.559 -1.099 -0.079
```



Density functional theory data (ωB97M-V with the def2-TZVPD basis set) for CH4FNS2 in the gas phase in a non-equilibrium geometry.

Computed properties:
Molecular weight (g/mol): 113.18
Calculated total energy (eV): -26977.2486
ΔE to the lowest compared entry with this formula, charge and spin (kcal/mol): 33.19

Structure (XYZ):
```
9
Properties=species:S:1:pos:R:3:nbo_charge:R:1
C -0.738 -0.473 -1.329 -0.455
N -0.984 0.049 -0.104 -0.715
F 1.049 1.769 0.191 -0.551
S 1.781 0.056 2.040 -0.258
S -0.054 0.683 1.011 1.187
H -1.657 -0.222 -2.005 0.221
H 0.132 0.114 -1.775 0.207
H -0.577 -1.589 -1.226 0.215
H 1.048 -0.387 3.198 0.149
```



Density functional theory data (ωB97M-V with the def2-TZVPD basis set) for CH4FOP in the gas phase in a non-equilibrium geometry.

Computed properties:
Molecular weight (g/mol): 82.01
Calculated total energy (eV): -15153.9495
SMILES string: O[C@@H](F)P
ΔE to the lowest compared entry with this formula, charge and spin (kcal/mol): 61.60

Structure (XYZ):
```
8
Properties=species:S:1:pos:R:3:nbo_charge:R:1
O 0.497 -1.251 -0.080 -0.720
C 0.426 0.047 0.460 0.232
F 1.534 0.847 -0.283 -0.442
P -1.112 1.042 -0.035 0.275
H 1.068 -1.092 -0.898 0.502
H 0.568 0.048 1.605 0.184
H -1.850 -0.183 0.548 -0.007
H -1.130 0.540 -1.317 -0.025
```



Density functional theory data (ωB97M-V with the def2-TZVPD basis set) for a molecular structure, CH4I2N2 in a non-equilibrium geometry.

Computed properties:
Molecular weight (g/mol): 297.86
Calculated total energy (eV): -20280.3345
ΔE to the lowest compared entry with this formula, charge and spin (kcal/mol): 19.90

Structure (XYZ):
```
9
Properties=species:S:1:pos:R:3:nbo_charge:R:1
C 0.572 -0.203 1.566 -0.009
N 1.220 0.660 0.964 -0.625
N -1.397 -0.157 -1.547 -0.983
I -0.985 -1.323 -3.179 0.312
I -0.861 1.847 -1.647 0.304
H -0.915 -0.469 -0.724 0.363
H -0.583 -0.312 1.177 0.113
H 0.798 -1.009 2.309 0.158
H 2.152 0.966 1.079 0.367
```



Density functional theory data (ωB97M-V with the def2-TZVPD basis set) for a molecular structure, CH4I2NOP in a non-equilibrium geometry.

Computed properties:
Molecular weight (g/mol): 330.83
Calculated total energy (eV): -30127.8406
ΔE to the lowest compared entry with this formula, charge and spin (kcal/mol): 38.28

Structure (XYZ):
```
10
Properties=species:S:1:pos:R:3:nbo_charge:R:1
C -2.070 -0.438 0.167 -0.235
N 1.888 -0.439 0.140 -1.207
O -0.666 -0.482 0.307 -0.840
P 0.615 -1.260 -0.257 1.361
I 3.702 -1.369 0.050 0.348
I 2.268 3.141 -0.059 -0.113
H -2.384 -0.859 -0.865 0.184
H -2.299 0.740 0.033 0.198
H -2.640 -0.846 0.940 0.198
H 1.585 1.812 -0.455 0.107
```



Density functional theory data (ωB97M-V with the def2-TZVPD basis set) for 2 unconnected molecules or ions with the total composition CH4IN2O in a non-equilibrium geometry.

Computed properties:
Molecular weight (g/mol): 186.96
Calculated total energy (eV): -14233.7701
ΔE to the lowest compared entry with this formula, charge and spin (kcal/mol): 15.50
Charge: -1

Structure (XYZ):
```
9
Properties=species:S:1:pos:R:3:nbo_charge:R:1
I 1.625 2.522 -2.033 -0.970
C -0.438 -0.752 0.350 0.746
O -0.998 -1.747 0.639 -0.700
N -0.809 0.409 0.816 -0.835
N 0.661 -0.713 -0.312 -0.842
H -1.653 0.430 1.371 0.380
H -0.472 1.318 0.535 0.410
H 0.907 0.092 -0.870 0.426
H 1.177 -1.561 -0.496 0.386
```



Density functional theory data (ωB97M-V with the def2-TZVPD basis set) for CH4INP2 in the gas phase in a non-equilibrium geometry.

Computed properties:
Molecular weight (g/mol): 218.90
Calculated total energy (eV): -29268.8842
SMILES string: C/P=N\PI
ΔE to the lowest compared entry with this formula, charge and spin (kcal/mol): 24.50

Structure (XYZ):
```
9
Properties=species:S:1:pos:R:3:nbo_charge:R:1
C 1.193 -0.421 -1.301 -0.982
P 0.052 1.126 -1.322 1.125
N -0.745 0.906 0.047 -1.281
P -1.226 -0.198 1.180 0.730
I -3.291 0.367 2.794 -0.283
H 1.079 -1.026 -0.403 0.234
H 2.110 -0.081 -1.114 0.227
H 1.218 -1.031 -2.216 0.242
H -0.390 0.357 2.336 -0.012
```



Density functional theory data (ωB97M-V with the def2-TZVPD basis set) for CH4INS in the gas phase in a non-equilibrium geometry.

Computed properties:
Molecular weight (g/mol): 189.02
Calculated total energy (eV): -21526.2213
SMILES string: SNCI
ΔE to the lowest compared entry with this formula, charge and spin (kcal/mol): 26.57

Structure (XYZ):
```
8
Properties=species:S:1:pos:R:3:nbo_charge:R:1
S 1.476 1.146 -0.149 0.172
N 0.785 -0.170 0.593 -0.763
C -0.402 -0.880 -0.317 -0.378
I -2.256 0.250 -0.183 0.050
H 0.539 2.308 -0.049 0.089
H 0.395 -0.025 1.450 0.364
H -0.620 -1.922 0.014 0.226
H 0.083 -0.707 -1.360 0.240
```



The highest molecular weight belongs to which entry?
CH4I2NOP



What is the calculated total energy in the twelfth record?
-21526.2213 eV



Number 10 is which compound?
CH4IN2O